A structure of composition C3H2O3 at a distorted geometry, computed with ωB97M-V/def2-TZVPD.

Structure (XYZ):
```
8
Properties=species:S:1:pos:R:3
O -2.1049 0.4944 0.9896
C -0.9859 0.2621 0.8385
C -0.0509 0.3802 -0.8832
O -0.5238 1.1099 -1.6883
C 0.9975 -0.4426 -0.4266
O 1.3469 -0.3436 0.8080
H 0.2248 -0.0565 1.3140
H 1.0964 -1.4040 -0.9519
```

Its electronic energy is -341.10801 Ha. The HOMO energy comes out at -8.71 eV. The relative energy (zero: lowest compared OMol25 entry of this formula, charge and spin) is 338.2 kJ/mol. As for the orbital gap: 7.795 eV. For the strongest force on any atom, the calculation gives 1.451 eV Å⁻¹.